No. 1
9
Properties=species:S:1:pos:R:3 method="wB97M-V/def2-TZVPD" e_homo_ev=-16.17 multiplicity=1 smiles="[H]/N=[N+](Cl)/N=C/O" orbital_gap_ev=9.939 charge=+1 de_lowest_kcal_mol=10.0
O 1.8974 1.0998 -0.5607
Cl -2.5796 0.8241 0.3381
H 1.5590 -0.0088 1.1889
H 2.8150 1.2270 -0.4117
N -0.0604 0.2863 -0.1952
N -1.3145 -1.4842 -0.2576
N -1.1614 -0.3004 -0.1429
H -2.2767 -2.0179 -0.1771
C 1.1212 0.3740 0.2181

=====

No. 2
44
Properties=species:S:1:pos:R:3 method="wB97M-V/def2-TZVPD" e_homo_ev=-4.46 multiplicity=1 smiles="O=S1(=O)C([C@@H](c2ccccc2)S(=O)(=O)c2ccccc2)=[S@](=O)([O-])c2ccccc21" orbital_gap_ev=7.220 charge=-1 de_lowest_kcal_mol=11.4
O -2.2157 -0.7996 1.3931
H 6.0231 -4.8692 5.6748
H -3.3659 -0.7753 -4.7458
C 5.3785 -4.5213 4.8648
S 2.5414 -3.0752 1.4169
O 0.3972 -3.4605 -1.9213
C 3.6052 -3.6520 2.8940
C 0.8233 -1.7317 1.2014
C -0.5241 -1.3399 5.2288
O 3.4982 -2.2510 0.6973
C 5.1052 -3.1528 4.7248
H 1.5012 -0.9575 0.8191
H -4.5041 -1.2253 -0.5966
H -5.1245 -0.7007 -2.9675
O 1.0804 -1.0357 -1.8375
C 0.9676 -0.6662 3.4427
C -0.1739 -2.0736 0.2507
S 0.1752 -2.1051 -1.4850
H -0.9216 -1.2044 6.2377
S -1.8938 -1.9548 0.5884
H -1.6963 -3.1364 4.8310
H 1.7243 0.0004 3.0258
C -3.7626 -1.2490 -1.3906
H 0.8655 0.3226 5.3504
H 4.0285 -1.6535 3.5899
H 3.5113 -5.7197 2.2790
C 0.4720 -0.4881 4.7366
C 0.4501 -1.6790 2.6353
H -0.6474 -3.5483 2.6278
O 2.1073 -4.3388 0.8481
C -4.0951 -0.9629 -2.7154
C 3.9309 -5.0017 2.9818
C -3.1080 -1.0051 -3.7101
H 5.5732 -2.4307 5.4027
O -2.4411 -3.2545 0.9227
C -0.9421 -2.4358 4.4639
H -1.0071 -1.3747 -4.1409
C -1.4718 -1.6198 -2.0523
C 4.8080 -5.4466 3.9819
C -0.4070 -2.6414 3.1870
C -2.4449 -1.5730 -1.0756
C -1.7892 -1.3358 -3.3829
C 4.2281 -2.7166 3.7199
H 5.0349 -6.5140 4.0690

=====

No. 3
10
Properties=species:S:1:pos:R:3 method="wB97M-V/def2-TZVPD" e_homo_ev=-9.02 multiplicity=1 orbital_gap_ev=9.890 charge=0 de_lowest_kcal_mol=7.2
O 1.1304 -0.7309 1.5200
S 0.6526 -0.7956 0.1265
C 0.9006 0.8269 -0.5980
H 1.9673 0.9624 -0.7676
C -1.1282 -0.6862 0.2441
H 0.3626 0.8689 -1.5442
H -1.6172 -0.5938 -0.7232
H -1.4513 -1.5946 0.7509
H -1.3662 0.1687 0.8798
H 0.5493 1.5743 0.1118

=====

No. 4
16
Properties=species:S:1:pos:R:3 method="wB97M-V/def2-TZVPD" e_homo_ev=-8.66 multiplicity=1 orbital_gap_ev=9.156 charge=0 de_lowest_kcal_mol=135.1
H -0.2364 -0.3846 2.1484
H -1.0242 1.7352 1.2548
H -2.7318 -0.0973 0.1342
C 0.7084 -0.4346 -1.7749
H -1.3092 2.0038 -0.4732
H -0.1659 -1.8851 1.1220
C 0.0004 -0.8055 1.1528
C 2.0623 -0.5861 0.3982
C -0.6805 1.4708 0.2448
H 3.1171 -0.6760 0.7258
C -0.8141 -0.0338 0.1844
H 0.3891 -1.3611 -2.2411
H 0.3575 1.8045 0.1619
N -1.9117 -0.7043 0.1465
H 0.6376 0.4539 -2.3923
C 1.6014 -0.4997 -0.7923

=====

No. 5
13
Properties=species:S:1:pos:R:3 method="wB97M-V/def2-TZVPD" e_homo_ev=-14.14 multiplicity=1 orbital_gap_ev=8.585 charge=+1 de_lowest_kcal_mol=37.9
H 2.8168 0.7487 1.7834
N 1.6566 0.6377 0.1195
H -2.6694 0.4099 -0.4532
C -1.7572 -0.1129 -0.7293
C -1.0376 -0.7892 0.1595
H 0.6795 0.4603 -0.1619
H -1.8112 -0.6993 -2.5404
H 2.3580 1.1439 -0.4068
O -1.3711 -0.0085 -2.0340
H -0.2459 -1.4405 -0.2017
H -1.4542 -1.0862 1.1092
C 1.8389 0.5096 1.3822
H 0.9968 0.2267 1.9736

=====

No. 6
23
Properties=species:S:1:pos:R:3 method="wB97M-V/def2-TZVPD" e_homo_ev=-2.25 multiplicity=1 orbital_gap_ev=3.963 charge=-1 de_lowest_kcal_mol=8.9
C 10.8625 -0.5946 -3.2609
H 12.4085 0.5749 -2.3046
H 7.1336 1.4044 -2.4403
O 9.9249 0.4872 -3.2383
K 2.3499 0.0794 1.8322
H 5.4775 3.2117 -3.1745
C 6.9734 1.7112 -3.4827
H 10.3168 -1.5380 -3.1212
H 6.5197 3.5367 -4.5655
H 7.1456 3.7829 -2.9017
O 4.2532 0.4297 -1.8228
C 6.5117 3.1497 -3.5376
O 8.7715 -0.3782 -4.9727
H 11.3591 -0.3279 -1.1748
O 2.6199 1.0371 -0.4126
H 12.5850 -1.1897 -2.1393
O 4.2554 -0.2439 0.3210
H 11.3516 -0.6219 -4.2445
C 11.8605 -0.3645 -2.1513
C 3.7434 0.4328 -0.6632
O 8.3560 1.6615 -4.1133
H 6.3514 1.0764 -4.1297
C 8.9863 0.5118 -4.1777

=====

No. 7
12
Properties=species:S:1:pos:R:3 method="wB97M-V/def2-TZVPD" e_homo_ev="-9.13 / -7.85" multiplicity=1 orbital_gap_ev="9.538 / 7.722" charge=0 de_lowest_kcal_mol=94.0
C -0.2580 -0.0794 -1.6360
H 1.9507 1.0967 -0.0561
C -0.8833 -0.8475 0.7716
C 1.0273 0.8778 0.4725
H -1.1019 0.5591 -2.2447
H 0.5282 1.9279 0.6409
H -0.8037 -0.4856 1.7818
C -0.0491 0.0768 -0.1382
N 0.5270 -0.7936 -2.2214
H -1.8326 -0.9585 0.3475
H 1.4627 0.5110 1.5300
H -0.5674 -1.8847 0.7519

=====

No. 8
68
Properties=species:S:1:pos:R:3 method="wB97M-V/def2-TZVPD" e_homo_ev=-14.29 multiplicity=1 orbital_gap_ev=7.167 charge=+2 de_lowest_kcal_mol=0.0
H 1.9986 3.2284 1.6841
H -4.0798 -3.7362 0.0173
C 4.1848 0.7675 4.1188
O -1.5559 -4.6687 -0.4070
H -5.0861 -4.0054 4.1604
C -0.3156 5.2193 3.1422
C -4.7619 -3.4141 3.3145
C 0.2316 2.5344 2.7096
H -4.7790 -5.0810 1.9613
C 0.8354 4.8489 2.4552
C 3.2861 -1.1999 -0.7864
C -0.9055 -3.7340 -0.2204
C 4.6116 -0.5297 3.8799
C -3.5500 -1.0777 0.0301
Br -1.0897 2.3421 -0.4306
C -4.2144 -3.2670 0.9828
H 3.3565 -2.2786 -0.7796
H -2.3367 -0.1909 -2.2099
C 2.0022 0.6624 -0.4674
H -2.0858 4.5413 4.1430
C 2.1674 0.3346 2.8821
C 4.2086 1.0102 -1.1059
H -0.6085 0.0757 4.2725
H -1.6167 2.1643 3.7607
C 2.9747 1.5816 -0.7646
C -4.0950 -1.2972 2.4070
C 4.3542 -0.3923 -1.1068
H -3.9184 -0.2351 2.5163
H -4.6701 -1.5905 4.4449
H -5.2775 -1.6397 -4.9364
H 1.9826 -1.6625 2.0801
H 2.6308 2.2079 3.8444
C -3.2780 -0.6991 -2.3877
C -3.9519 -1.8972 1.1436
C -4.5189 -2.0532 3.4796
N 2.1083 -0.6368 -0.4939
O -2.7099 -0.1227 0.3246
C 3.8131 -1.4032 3.1501
C -5.2196 -1.9155 -1.5720
H 6.0121 1.3747 -1.6438
P 0.5310 0.8162 2.2902
H 5.3032 -0.8406 -1.3709
H 5.5613 -0.8674 4.2722
C -0.6211 -0.2311 3.2254
C -1.1930 4.2510 3.6065
C -5.6663 -2.0557 -2.8712
C -4.9228 -1.5292 -3.9204
O 5.2001 1.8409 -1.4082
H -5.8234 -2.2729 -0.7499
H 2.8200 2.6497 -0.7500
H -2.6201 0.6147 -0.3281
C -0.9244 2.9083 3.3885
H -6.6018 -2.5595 -3.0699
H -0.5259 6.2658 3.3152
H 4.1393 -2.4201 2.9778
H -0.2689 -1.2604 3.1623
C 1.1070 3.5118 2.2330
O -0.2590 -2.7832 -0.0408
C 2.9637 1.2037 3.6247
C -3.7294 -0.8493 -3.6791
H -3.1625 -0.4458 -4.5062
C 2.5960 -0.9748 2.6521
H 1.5180 5.6047 2.0917
H 4.7966 1.4439 4.6997
H -1.6340 -0.1704 2.8305
C -4.5988 -4.0211 2.0741
C -4.0119 -1.2422 -1.3143
Ir 0.1902 0.4089 0.1291

=====

No. 9
110
Properties=species:S:1:pos:R:3 method="wB97M-V/def2-TZVPD" e_homo_ev="-11.57 / -11.57" s2=2.034 multiplicity=3 orbital_gap_ev="5.686 / 5.344" charge=+2 de_lowest_kcal_mol=9.6
C -7.5173 -4.2151 0.8550
C 0.7906 4.1645 0.9118
C -3.0408 -8.2841 -0.1902
H 0.6532 -6.7954 0.7291
H 0.7842 -4.7332 -4.6833
H -2.5767 2.4540 -1.4801
N 2.1666 2.5108 -0.0971
C -0.4334 -5.0608 1.3951
C -1.6300 -5.2927 3.4653
C 0.9420 2.8608 0.4324
H -1.9195 0.2091 5.1786
C 2.2144 -5.7785 -3.4690
C -3.4847 -6.9733 -0.2759
H -4.8101 3.7981 -5.8980
N -1.1528 -1.5942 -0.3705
H 2.3678 -5.6644 -0.0871
Se -3.8268 -4.1044 -3.6339
N -2.3149 -1.0367 -0.7158
H 2.7250 -6.2180 -4.3157
H -3.5631 1.1168 -2.1222
C 1.3353 0.8839 5.7617
H -2.6784 4.0561 -7.1246
C -3.8957 2.8696 -4.1996
H -2.2668 -4.8720 4.2327
C -2.6870 1.7372 -2.2946
H 3.5261 -6.6750 -2.0229
H -1.4590 -7.2046 4.4215
C 2.8665 0.3108 1.9063
H -8.5192 -4.4363 -1.0295
H 2.8479 3.2507 -0.0479
Te -0.9597 0.4852 -2.4088
P 0.1037 -3.9184 0.1127
H -0.7222 -8.2517 -2.6611
C -0.8688 0.3753 4.9814
C -1.2999 -2.9470 -0.4180
C 3.2391 0.8642 4.2131
H 2.0268 1.1108 6.5633
C -5.1166 -4.1870 0.7819
H 0.4954 1.7641 -4.3691
H -0.5809 5.6029 1.6954
Br -1.5747 -0.3495 2.3553
C -1.5002 2.5957 -4.3101
H -2.5325 4.0356 1.4727
H -6.2612 -3.9970 2.5820
C 0.4482 -4.3996 -2.5972
C 3.3811 -0.4623 -2.6792
C 1.8519 0.7409 4.4533
H 0.0179 -8.1463 2.6830
H -0.4207 -3.7693 -2.7563
C -3.8829 3.4644 -5.4521
Se 1.4406 -2.4261 0.9612
C -1.5303 3.7238 1.2178
C -0.3671 0.2436 3.7214
C -0.4474 4.5962 1.3240
C -1.2479 -4.5138 2.3894
H 3.6652 -1.2505 -3.3606
C 2.6610 -6.0451 -2.1807
C 4.1036 0.7293 -2.6041
H -2.1112 1.7416 0.6846
C -2.6865 3.6139 -6.1375
H 4.8021 0.6705 2.7821
H -4.2873 -6.6285 0.3627
H 3.3368 0.0750 0.9599
H 1.6465 4.8265 0.9347
C 3.7366 0.6261 2.9677
H 0.2177 2.8847 -3.0271
P -3.6480 -4.4874 -1.5646
H -0.5657 3.3078 -6.1071
H -4.8285 2.7407 -3.6645
C -2.7086 2.4250 -3.6332
H -1.5614 -3.4781 2.3261
C -1.1727 -6.6012 3.5701
C -5.1693 -4.3501 -0.6020
H 4.9757 0.8903 -3.2229
Mo 0.2522 -0.1229 0.2551
C -1.9432 -6.5890 -2.0937
C -0.3455 -7.1313 2.5939
C 1.1211 -4.9484 -3.6777
N -0.0741 1.9859 0.4355
C 3.6771 1.7035 -1.7331
N -3.1833 -1.9519 -0.9956
C -2.0379 -8.7402 -1.0326
H -0.3793 0.8270 7.0296
H -1.7046 -9.7686 -0.9683
H -3.4962 -8.9562 0.5259
C 0.9837 0.4304 3.3636
C -1.4808 -7.8901 -1.9781
H 4.2013 2.6469 -1.6573
C -0.2399 2.1051 -3.6426
C -1.2997 2.4480 0.7785
H 1.7195 -1.5359 -1.8848
N 1.8711 0.3206 -0.9809
C -7.5662 -4.3697 -0.5224
C -1.4971 3.1853 -5.5673
C -2.6079 -3.1681 -0.8620
C 2.5446 1.4856 -0.9431
C 0.0215 -6.3683 1.4952
H -4.1589 -4.1129 1.2856
C 0.8802 -4.6956 -1.3068
C 2.2946 -0.6191 -1.8651
C 1.4932 0.2638 2.0371
C 2.0035 -5.4949 -1.0935
C -6.3906 -4.4370 -1.2565
C -6.2942 -4.1209 1.5069
H 3.8955 1.1090 5.0385
H -8.4357 -4.1642 1.4249
C -2.9334 -6.1228 -1.2313
H -1.5871 -5.9496 -2.8900
H -6.4145 -4.5472 -2.3334
C 0.0057 0.7198 6.0252

=====

No. 10
105
Properties=species:S:1:pos:R:3 method="wB97M-V/def2-TZVPD" e_homo_ev=-10.47 multiplicity=1 orbital_gap_ev=6.956 charge=+1
O 0.1209 -0.4538 1.1555
C 0.3618 -0.9735 3.9088
H 1.2392 2.5682 2.0880
H -5.2526 2.7817 3.3563
H -4.4078 -2.4181 -2.2654
H -2.5422 4.2743 3.5225
H 2.2832 -4.7698 1.5945
H -4.7603 -0.4187 2.4820
H 2.9607 2.3859 -0.8371
O -3.3537 -0.1668 -2.3918
C -2.7983 -0.2565 -3.5208
H -5.5461 -0.2563 0.8575
H 8.2650 -0.6796 -1.1963
O -2.6475 0.2850 0.8988
H -2.1753 7.8230 1.6788
C -5.1557 0.2655 1.7312
N -0.2214 1.1429 -4.9088
O 2.2589 0.2709 2.4387
O 1.8625 -0.6797 -4.2528
S -3.0970 -3.0541 -0.2728
C 3.6760 1.5646 -0.8805
H -3.4430 -7.1547 2.3116
H -3.6508 -3.9709 -2.5727
C -3.7132 -5.2684 1.0777
H 0.5693 -3.7841 -3.2048
H -4.5785 -5.4832 0.4506
C 1.2445 -4.5713 1.8585
O 0.3347 7.1176 0.1405
Ba -3.9609 2.6423 -2.7284
O 6.3354 0.8574 -1.1989
H -4.0405 5.0514 4.0071
S 1.6288 -1.6810 -3.2381
H -2.0751 -6.0859 2.1225
C 0.9084 -3.1421 -4.0177
C 3.6510 -2.7489 -0.5803
C -2.9776 -6.4450 1.6277
O 5.8740 3.2211 -0.4616
C 0.5174 4.3678 1.0191
O -3.0629 0.6491 -4.3222
S 1.1359 -0.6560 2.2463
O -3.4942 2.0954 2.5354
H -0.4515 2.7810 2.1942
C -1.7647 6.8227 1.8160
C 8.3796 0.1789 -0.5345
H -2.5700 -7.0901 0.8494
H 8.8885 0.9852 -1.0627
O 3.0620 -2.4215 -2.8324
O 0.2833 1.8150 -2.1108
S 0.0403 6.9507 1.5722
O 5.3254 2.4820 -2.7712
H 0.6965 -5.3135 1.2780
H 3.7841 -4.1868 -2.1616
H 1.6167 -3.5747 -4.7242
C 6.9221 0.4374 0.0366
H -0.5841 -1.5101 3.8361
H 3.2653 -1.8119 -0.1784
O -1.4992 2.4967 -1.2590
H 2.2577 -3.9923 -1.8065
O 1.7235 -2.1659 2.0971
H 1.1091 -1.3932 4.5823
C 0.3881 2.9404 1.5177
H 3.3266 0.9441 -1.7057
H 4.7083 -2.6511 -0.8266
H -0.3527 0.3336 -4.3190
H 6.5096 -0.4298 0.5522
C -4.1266 -3.3640 -1.8024
H -5.8914 0.9100 2.2121
C 0.7986 -3.1370 1.6035
H -0.2699 -2.9544 1.7178
H 0.4004 2.1865 0.7305
O 0.8405 -1.4799 -1.9827
O 0.5595 7.8536 2.6264
H -4.1290 -4.6205 1.8493
S 5.3416 2.2157 -1.3580
H 1.0543 -4.7507 2.9167
H -4.7308 3.6490 1.9950
O -1.1302 3.1827 -3.1822
O 0.5495 5.3838 1.9861
H -0.3877 4.3914 0.4122
O -3.9396 -2.3845 0.7151
C 3.1534 -3.3712 -1.8078
C -0.7183 2.5910 -2.1718
H 6.9969 1.2109 0.8010
H 3.4353 -3.4808 0.1981
H 0.9852 -3.0529 0.5329
H 0.0973 1.8473 -4.2590
H 8.9970 -0.1129 0.3151
C -4.3422 3.1469 2.8810
H -0.0040 -2.7472 -4.4647
O -2.7714 -4.6610 0.2860
O -4.0929 2.2209 0.0903
Be -1.1598 -0.0233 -1.0608
H -1.9427 6.7875 2.8908
H -1.1536 1.4286 -5.1724
C -3.5644 4.0836 3.8494
H 0.3817 1.0542 -5.7141
H 0.1722 0.0667 4.1738
H -5.0163 -3.8980 -1.4685
H -3.4795 3.5077 4.7709
H -2.1284 5.9748 1.2356
O -1.6680 -0.6947 -3.4374
O -1.8557 -2.4709 -0.7355
S -3.7471 1.2314 1.0825
H 1.4153 4.4144 0.4029
H 3.7338 0.9914 0.0448